1.
Formula: C51H114BrN6O6
Source: the OMol25 dataset
Level of theory: wB97M-V/def2-TZVPD

CARTESIAN COORDINATES (ANGSTROEM)
H1 8.8584 2.5560 -5.6232
C1 1.7550 -12.5287 0.0201
H2 -3.9215 -0.8327 9.8729
H3 -4.4323 5.6072 2.9419
C2 -4.9229 6.1015 0.8540
H4 0.0113 4.9046 -12.4976
H5 -5.8466 3.1615 -9.3143
H6 -1.5912 -4.2567 -2.4706
H7 -2.8352 6.2222 -13.2687
C3 -5.0141 3.0489 -8.6198
C4 -6.6628 5.5839 4.4008
C5 -3.6843 4.8653 -9.4218
H8 -4.1904 5.4103 0.4371
H9 -6.1455 8.2806 2.2948
H10 -1.2852 -0.4086 12.8006
C6 -1.4402 -3.5869 1.0034
H11 -1.6548 2.5078 -10.5338
H12 -3.3251 8.6533 -0.5283
H13 -3.0302 1.5538 10.7503
H14 11.5415 3.5317 -5.8252
H15 0.0887 1.9778 16.2383
C7 -0.3842 -11.5247 3.0661
H16 -0.6723 -11.6762 0.8890
H17 -2.3353 6.3148 -10.2121
C8 -0.5576 -2.3759 1.0173
H18 -2.1967 -3.4849 1.7815
C9 -0.1657 0.9179 16.2355
H19 13.0595 2.8059 -6.3985
O1 -4.2797 7.3120 0.8569
H20 1.3530 -3.6067 -2.4632
H21 -1.9278 3.6543 -13.1172
H22 -1.0461 1.0197 11.8064
H23 -1.8020 -1.2105 2.3060
C10 -3.5775 0.8764 11.4059
C11 -2.2716 5.2655 -9.9239
H24 -5.1456 3.1094 13.4595
H25 -0.8595 6.3971 -12.1832
H26 1.4027 -1.8471 -2.8222
H27 -2.2049 -1.3071 -1.5866
C12 10.2875 3.5065 -10.0489
N1 -2.9295 1.1787 12.8222
H28 1.1678 -1.6853 2.3114
H29 2.4346 -13.3128 -0.3138
H30 10.4383 -0.9501 -6.8923
C13 11.9879 2.8860 -6.5814
H31 -0.7805 -0.2524 1.3224
H32 -0.3422 2.7552 -11.6596
C14 -3.4199 5.3426 -12.9995
C15 -2.9054 2.6881 13.0832
H33 12.1051 0.8560 -7.1342
H34 -4.9115 1.9859 -8.4017
H35 -4.5302 9.0368 4.1499
O2 -3.7754 3.5141 -9.1852
H36 -3.4438 -0.5781 13.8552
H37 1.0992 -13.2636 5.7141
H38 -6.9701 8.1976 3.7351
H39 0.4227 -11.2022 5.0743
H40 -0.9750 -12.3821 3.3882
C16 11.8142 3.4081 -8.0406
H41 -2.6494 -4.8168 -0.3025
H42 -2.2397 3.1170 12.3342
C17 -6.0681 7.7999 3.2700
O3 8.3449 1.8835 -8.8771
C18 -1.1526 -3.8801 -1.5465
C19 8.8919 1.5074 -5.9188
H43 -2.4562 2.8187 14.0677
H44 -7.9119 5.1822 1.8827
C20 1.9063 -12.3524 3.8993
C21 0.1356 -11.6561 1.6204
H45 -4.8358 0.5293 13.5623
C22 -0.8982 3.2264 -10.8491
H46 -4.4062 5.0703 -10.2124
C23 -0.4882 1.1276 13.9031
H47 9.0659 0.9337 -5.0085
C24 -1.3579 -1.4505 -2.2576
O4 1.3386 -1.4301 -0.3481
H48 12.2922 4.3817 -8.1486
C25 -1.4064 0.6743 12.7754
H49 10.5160 4.5243 -10.3651
H50 2.4094 -11.6574 -0.0044
H51 0.5087 -14.0520 4.3271
H52 -8.5966 6.6567 2.6066
N2 0.1372 -2.1670 -0.3465
H53 -0.4320 -4.6945 -1.4716
C26 -3.4990 -0.6333 10.8577
H54 -6.8720 4.5319 4.2072
C27 -7.7448 6.2435 2.0665
C28 -0.5012 5.4759 -11.7237
H55 11.1061 2.8610 -10.3675
H56 -4.0450 5.0003 -13.8242
C29 0.3955 6.0487 -10.5849
H57 -0.2601 -14.2787 2.3792
H58 -1.8050 -1.5940 -3.2412
H59 9.3277 3.4238 -10.5589
N3 9.6096 2.0857 -8.1968
H60 -5.7747 6.1409 0.1749
H61 -4.6080 7.5307 4.8971
H62 -2.9437 -3.1296 -0.5781
H63 9.3067 4.4761 -6.7179
H64 -0.0464 6.5830 -9.7439
H65 -4.1020 5.7533 -12.2551
H66 -0.9471 -0.4412 -2.2854
C30 -0.4049 -2.5405 -1.7352
H67 -5.1415 3.5306 -7.6503
H68 -0.6233 0.7481 17.2101
H69 0.7476 0.3301 16.1439
H70 -0.2338 3.2540 -9.9854
H71 0.9611 -12.3454 -0.7040
C31 -7.8513 6.1602 5.2378
C32 11.4247 1.4348 -6.5095
H72 -8.7836 6.1141 4.6749
C33 0.5102 -2.5466 2.1940
C34 10.3008 3.3478 -8.5037
H73 1.0966 -3.4226 1.9170
H74 -0.3773 -14.3150 0.6428
N4 2.1719 -12.8421 2.4463
H75 -5.5842 4.5760 2.1980
C35 0.7653 -2.7254 -2.7201
H76 -4.9016 8.1280 -0.9952
C36 -5.2841 5.6219 2.2619
H77 -3.2991 3.5633 -11.9445
C37 -1.3914 -1.1547 1.2979
N5 -6.4703 6.2873 3.0067
H78 3.1959 -11.3590 5.3712
H79 0.5005 -3.0752 -3.7179
O5 -1.0603 0.6610 15.0967
C38 -4.0056 7.8042 -0.4658
H80 0.6613 -10.7328 1.3771
H81 10.3377 -0.3358 -8.4361
C39 1.1032 -12.8441 1.4271
H82 -4.5991 1.2190 11.5702
H83 -7.4179 6.7890 1.1813
C40 0.3296 -14.2067 1.4654
C41 9.9247 1.1512 -6.9907
H84 1.1012 6.8071 -10.9240
H85 -3.8250 7.7185 3.2903
C42 9.8074 -0.2876 -7.4850
H86 -2.4431 -0.8764 10.7384
H87 -3.5113 6.9941 -1.0021
C43 3.2272 -11.7478 4.3533
C44 9.4712 4.4990 -7.7952
H88 10.1494 5.3488 -7.8721
H89 -3.8720 -1.3514 11.5880
H90 2.2111 -14.2726 4.7255
H91 -1.0894 -10.6950 3.0173
H92 -4.5354 3.4641 11.7253
H93 7.8972 1.1938 -6.2357
H94 -3.5986 0.9383 14.8221
H95 -7.5855 7.1715 5.5454
H96 0.5489 0.8565 13.7052
O6 3.2555 -13.5722 2.0933
H97 8.4465 4.6682 -8.1262
H98 11.5719 0.9606 -5.5392
H99 -0.3221 2.2048 13.9127
H100 -0.9118 -4.4960 1.2903
H101 -4.2008 4.4013 13.0901
H102 8.8437 -0.7881 -7.5796
N6 -1.6719 4.5716 -11.1685
H103 -8.0126 5.5383 6.1183
C45 1.3978 -13.5472 4.7049
C46 -2.5320 4.1967 -12.3900
C47 0.7610 -11.2864 4.0415
H104 -3.8500 5.4159 -8.4958
H105 1.1863 -10.3122 3.8001
C48 -4.6821 7.9847 3.9089
H106 4.0651 -12.4443 4.3228
H107 -2.1445 -1.0660 0.5149
H108 0.9904 -15.0651 1.5867
H109 0.1018 -2.6411 3.2002
Br1 4.9967 -6.6095 0.1827
H110 3.6654 -11.0092 3.6820
C49 -4.3234 3.3607 12.7895
C50 -2.1553 -3.8462 -0.3478
H111 -1.4946 5.1612 -9.1666
H112 -5.7018 5.6405 4.9121
H113 0.9327 5.3043 -9.9971
C51 -3.7911 0.4550 13.8642
H114 12.3449 2.7088 -8.6869

Cartesian forces, eV/Å:
0.2 0.0 -0.2
0.6 -0.9 0.3
-0.5 0.6 0.2
0.0 0.4 -0.1
0.0 -0.3 0.0
0.1 -0.1 0.4
-0.1 0.4 0.1
-0.6 0.9 -0.2
0.1 -0.2 -0.6
0.8 0.0 0.1
-1.1 0.2 -0.7
0.6 -0.2 -1.1
-0.3 -0.9 0.0
0.6 -0.2 -0.2
-1.1 -0.1 -0.2
-1.0 -1.2 -1.1
-0.2 0.1 -0.2
0.0 -0.1 0.9
-0.3 -0.1 -0.2
0.0 0.1 -0.1
0.2 0.1 -0.2
-0.4 -0.1 -0.5
0.0 -0.6 0.1
0.0 0.0 0.1
1.7 0.1 1.4
0.0 0.3 0.0
-0.2 0.4 -0.6
-0.1 0.1 0.2
0.6 2.5 0.2
0.4 0.3 0.8
0.1 0.2 0.3
0.0 0.1 0.1
-0.3 -0.3 -0.2
0.4 -0.8 0.4
-0.5 -0.5 -0.6
-0.1 -0.8 -0.5
-0.8 -0.4 -0.2
-0.1 -0.1 0.1
-0.2 -0.3 0.1
0.0 0.8 0.1
0.9 -1.4 -0.7
0.1 0.0 -0.6
-0.5 -0.3 -0.1
-0.1 0.2 0.5
-0.7 -0.7 -0.7
0.1 0.0 -0.3
-0.3 0.8 -0.5
1.2 0.4 0.9
-1.7 -0.3 -1.4
-0.2 -0.2 -0.4
0.2 0.0 -0.3
-0.3 0.2 -0.3
0.4 -1.9 0.3
-0.3 0.1 0.3
0.5 0.3 0.0
0.5 0.1 0.9
0.2 -0.5 0.0
0.0 -0.2 -0.2
-1.0 -1.6 1.3
0.0 0.0 0.1
0.2 -0.1 0.1
-0.6 -0.9 -1.0
8.5 1.0 4.5
-0.1 -0.4 0.7
-0.7 -0.1 0.2
-0.5 0.1 0.0
-0.1 0.1 -0.2
-0.1 1.2 0.5
0.2 0.0 1.5
0.2 0.0 0.1
-1.5 -0.3 1.2
-0.3 0.8 0.2
-0.7 1.1 -0.1
0.5 -0.1 -0.1
-0.7 1.2 1.0
-6.8 -4.1 0.3
-0.6 0.1 -0.3
-0.3 0.3 0.1
0.7 0.2 0.6
-0.3 0.3 0.6
0.1 0.2 -0.4
0.2 0.2 -0.3
5.9 3.7 0.0
0.5 0.1 0.9
1.1 1.2 1.4
0.1 0.0 -0.3
1.9 -0.4 1.6
-0.2 1.4 1.7
-0.5 -0.1 -0.7
0.4 -0.2 0.0
0.6 -0.6 0.6
-0.2 0.4 0.0
0.4 -0.7 0.0
0.0 -1.0 0.3
-7.6 -0.9 -2.5
-0.3 -0.3 0.0
0.0 -0.3 -0.1
0.0 0.2 0.2
0.5 -0.9 0.2
-1.0 0.2 -0.6
-0.1 -0.4 0.2
0.7 -0.2 0.0
0.0 -0.7 -0.8
-0.5 0.3 -0.1
-0.4 -0.5 -0.5
-0.1 -0.1 -0.1
0.0 0.9 -0.1
0.0 -0.3 0.1
1.2 -0.2 -0.8
-0.1 0.2 -0.8
0.1 0.2 0.0
0.2 0.3 -1.5
0.0 1.2 -0.7
0.2 0.0 0.4
0.5 0.2 -0.2
4.2 -5.0 -1.8
-0.1 -0.1 -0.2
0.5 -0.6 0.2
-0.3 -0.3 0.1
-0.9 -0.7 0.4
0.4 -0.7 -0.2
0.1 1.1 -0.3
0.6 1.0 -0.1
-0.3 0.1 -0.1
-1.0 0.6 -0.1
1.0 0.0 1.1
0.2 -0.6 -0.2
0.3 0.1 0.1
-0.3 -0.1 -0.3
-0.4 1.2 -2.4
0.1 -0.1 -0.5
-0.6 -0.1 0.1
0.4 -0.1 1.2
0.9 0.5 0.1
0.1 -0.4 -0.6
-0.4 -0.2 -0.1
1.0 -0.5 -0.6
0.1 0.0 0.0
-0.1 -0.1 -0.4
1.3 -0.6 0.1
0.2 0.2 0.7
-0.4 0.3 -0.6
-0.3 0.1 -0.1
-0.2 -0.3 0.4
0.1 0.2 0.5
-0.2 -0.6 0.2
0.0 0.2 -0.2
-0.1 -0.3 -0.1
-0.5 0.0 0.1
0.0 -1.2 0.0
-6.4 5.0 3.0
0.4 -0.1 -0.9
-0.4 0.3 0.2
-0.6 0.6 0.2
0.4 0.1 -0.2
0.4 0.2 0.0
-0.2 0.7 0.1
3.1 -0.7 -1.6
0.3 0.0 0.0
0.8 -1.3 -0.1
-2.5 1.0 0.9
0.5 0.7 -1.9
-0.2 0.5 -0.1
0.1 0.1 0.0
-0.7 0.5 0.6
-0.3 -0.7 0.4
-0.3 0.3 0.4
0.2 0.1 -0.7
-0.7 -0.4 -0.4
-0.3 0.1 0.0
-0.8 0.6 -0.1
1.7 0.8 1.3
0.8 -0.4 -0.7
-0.3 -0.1 0.0
-0.1 0.2 -0.1
0.4 -0.4 -0.6
1.1 0.4 -0.5
0.2 0.1 -0.1

Summary:
Highest occupied orbital energy in eV: -12.3
Charge: +5
LUMO energy in Ha: -0.388
Multiplicity: 1
Gap between HOMO and LUMO in eV: 1.76
Max |F| in Eh/bohr: 0.188
Calculated total energy in Ha: -5363.41212



2.
Formula: C4H6N2
Source: the OMol25 dataset
Level of theory: wB97M-V/def2-TZVPD

CARTESIAN COORDINATES (ANGSTROEM)
H1 -1.7094 0.7232 0.9070
C1 1.1217 0.6156 -0.1023
H2 -0.0266 -2.5258 0.2818
C2 -1.2724 0.4843 -0.0605
H3 2.1626 0.9584 -0.0837
N1 -1.2374 -0.9781 -0.1529
C3 0.0167 1.1807 -0.1096
H4 -2.0709 0.7960 -0.8693
N2 1.0675 -0.7805 -0.2432
C4 -0.0612 -1.3923 -0.0856
H5 1.9720 -1.4090 0.4175
H6 0.0375 2.3276 0.1007

Cartesian forces, eV/Å:
-0.5 0.1 0.1
5.5 -3.3 -0.5
0.5 2.1 -1.4
-3.2 0.1 -1.9
-0.8 0.5 0.1
-0.5 1.5 0.6
-4.0 6.8 0.8
1.7 0.1 1.5
8.0 -2.2 2.6
-2.8 -6.4 1.7
-3.6 2.8 -2.9
-0.4 -2.0 -0.7

Summary:
Highest occupied orbital energy in eV: -8.2
LUMO energy in Ha: 0.016
Energy relative to the best compared isomer or geometry (same formula, charge and spin) in kJ/mol: 321.48
Multiplicity: 1
Gap between HOMO and LUMO in eV: 8.66
Max |F| in Eh/bohr: 0.169
Calculated total energy in Ha: -265.41313



3.
Formula: C15H30Br12O
Source: the OMol25 dataset
Level of theory: wB97M-V/def2-TZVPD

CARTESIAN COORDINATES (ANGSTROEM)
H1 22.4679 10.3810 -0.2754
C1 17.2525 10.0434 1.3418
H2 16.2523 11.4971 5.1244
H3 12.4399 10.0997 6.2024
Br1 20.6852 8.6698 -0.0534
Br2 17.8932 9.8080 3.1884
H4 14.4994 7.7885 5.6966
H5 16.5292 8.5248 -4.0229
C2 16.6142 15.8211 0.8704
Br3 15.0814 9.8608 -0.4633
H6 17.7260 13.2938 5.5713
H7 18.8464 7.4656 -4.3915
C3 13.6264 9.3986 4.5439
Br4 15.3905 10.9021 7.4591
C4 17.0154 14.3852 0.6068
H8 20.0164 5.8522 1.8789
C5 17.2520 8.3954 -3.2212
H9 11.5853 9.8882 4.6561
H10 17.7324 14.3264 -0.2096
C6 18.2607 7.3143 -3.4917
Br5 17.3205 5.6117 -3.7118
H11 15.4411 8.3452 4.2405
Br6 15.9088 16.5669 -0.7776
H12 17.8017 7.0452 2.1053
Br7 18.7124 5.3150 -0.1484
C7 12.3339 9.4638 5.3275
H13 22.5283 9.5753 1.3292
H14 17.8937 12.8629 7.3238
O1 14.0041 10.3222 3.8597
H15 17.4754 16.4175 1.1511
H16 18.9277 7.2238 -2.6370
H17 19.2166 4.3068 2.0962
C8 19.0675 5.3327 1.7745
H18 15.4143 9.0569 1.8416
Br8 18.1751 10.0952 -2.9249
H19 16.6844 8.1963 -2.3156
Br9 17.7819 13.6228 2.2212
Br10 15.8760 14.2436 6.7780
Br11 20.0917 12.1275 -0.2181
C9 21.1519 11.2545 1.1619
H20 17.0301 5.4762 2.4963
C10 17.9549 6.0430 2.4930
C11 15.7416 9.9833 1.3845
H21 15.2755 10.8504 1.8328
Br12 18.4707 6.2524 4.3703
C12 16.6739 11.5145 6.1250
H22 20.4562 10.9892 1.9549
C13 17.2492 12.8759 6.4534
H23 17.6743 9.2285 0.7626
H24 21.8607 11.9768 1.5635
C14 14.4628 8.1350 4.6665
H25 13.9736 7.3706 4.0535
H26 12.0135 8.4569 5.5938
H27 17.6072 11.0066 0.9925
H28 17.4644 10.7678 6.1671
H29 16.1640 13.7756 0.3125
C15 21.9002 10.0717 0.5969
H30 15.8269 15.8879 1.6129

Cartesian forces, eV/Å:
0.2 -0.1 0.1
-0.5 0.1 0.2
-0.5 -0.1 0.2
0.1 0.0 0.1
0.1 0.1 0.2
0.1 0.1 -0.3
0.1 0.0 0.0
0.2 0.1 -0.1
0.1 -0.3 -0.1
0.0 0.2 0.1
0.4 -0.3 0.1
-0.1 0.1 -0.1
0.4 0.0 0.5
0.0 -0.1 -0.3
-0.3 0.2 -0.4
-0.1 0.1 0.0
-0.4 0.1 0.0
0.0 0.2 0.2
0.3 0.0 0.3
0.1 0.0 0.2
0.1 0.2 0.1
0.1 -0.2 0.2
0.0 0.1 0.0
0.0 0.0 0.0
-0.1 -0.1 0.1
-0.1 -0.3 -0.8
0.1 0.2 0.1
0.0 0.1 0.0
-0.1 0.1 0.0
-0.1 0.1 0.1
0.0 -0.2 -0.1
-0.2 0.0 0.0
0.5 0.1 -0.2
-0.2 0.2 0.2
-0.1 -0.2 -0.1
0.2 0.0 0.1
-0.1 0.0 0.0
0.1 -0.2 0.0
0.3 0.1 0.0
-0.1 -0.2 0.2
0.0 0.0 -0.1
0.1 -0.1 0.2
0.3 -0.4 -0.5
0.0 -0.1 0.1
-0.1 -0.1 -0.1
0.3 0.1 0.2
0.0 -0.1 -0.1
-0.6 0.3 -0.2
0.1 0.0 0.0
0.0 0.1 -0.2
-0.4 0.4 -0.5
0.0 -0.1 0.1
0.0 0.1 0.3
0.2 -0.1 0.0
0.1 0.1 0.0
0.0 0.0 0.2
-0.5 -0.1 -0.4
0.0 0.1 0.1

Summary:
Highest occupied orbital energy in eV: -9.8
LUMO energy in Ha: 0.006
Energy relative to the best compared isomer or geometry (same formula, charge and spin) in kJ/mol: 0.00
Multiplicity: 1
Gap between HOMO and LUMO in eV: 9.92
Max |F| in Eh/bohr: 0.018
SMILES: CC(C)=O.BrCCBr.BrCCBr.BrCCBr.BrCCBr.BrCCBr.BrCCBr
Calculated total energy in Ha: -31552.98033



What is the calculated total energy in the first record? -5363.41212 Ha



multiplicity of number 3 (C15H30Br12O)? 1